[1]
A structure of composition C2H2CdO4 in a non-equilibrium geometry, computed with wB97M-V/def2-TZVPD.

```
9
Properties=species:S:1:pos:R:3:mulliken_spin:R:1
O 1.9972 1.0035 -0.3785 0.013
C 0.9339 0.6627 -0.9529 0.051
O -0.1998 1.1219 -0.4376 0.016
O 0.9230 -0.5176 -1.4660 -0.051
C -0.9767 0.0747 0.7105 0.024
O -0.9808 -1.2223 0.5333 -0.049
Cd 0.7194 -1.9840 -0.1397 0.991
H -0.4281 0.3860 1.6231 0.001
H -1.9881 0.4751 0.5079 0.005
```

Values from the calculation:
Relative energy (zero: lowest compared OMol25 entry of this formula, charge and spin) in kJ/mol: 32.75
Charge: -1
Multiplicity: 2
DFT total energy in eV: -14859.6154
Gap between HOMO and LUMO (alpha / beta) in eV: 7.43 / 7.50
HOMO (alpha / beta) in eV: -3.09 / -4.27

=====

[2]
A structure of composition C10H38BaN6O8 in a non-equilibrium geometry, computed with wB97M-V/def2-TZVPD.

```
63
Properties=species:S:1:pos:R:3:lowdin_charge:R:1
Ba 0.2962 -1.2082 1.6305 1.812
C -2.2893 3.8144 -1.1828 -0.826
O -2.0912 2.7094 -0.7057 -0.002
N -3.3039 4.5731 -1.0005 0.168
N -1.5481 4.3938 -2.0520 0.169
H -3.4208 5.3756 -1.6025 0.126
H -3.8813 4.2163 -0.2526 0.133
H -0.8138 3.9319 -2.5692 0.131
H -1.8893 5.3273 -2.2319 0.114
C 2.6747 4.2722 3.2487 -0.844
O 2.6643 3.2515 2.6058 0.016
N 2.0291 5.3793 2.9257 0.168
N 3.3365 4.4145 4.3045 0.178
H 1.6514 5.4275 1.9902 0.120
H 1.9480 6.1565 3.5656 0.116
H 3.6921 3.4997 4.5428 0.131
H 2.8661 5.0261 4.9563 0.129
C -5.8900 -3.1911 0.7343 -0.061
C -4.5522 -2.9801 1.4540 -0.406
C -4.3762 -3.9697 2.6025 -0.176
O -3.0679 -3.7367 3.2251 -0.249
C -2.6492 -4.7003 4.1968 -0.086
N -3.4964 -3.2574 0.4299 0.014
H -6.7076 -3.3499 1.4374 0.079
H -5.8447 -4.1119 0.1527 0.089
H -6.2356 -2.2999 0.2104 0.086
H -4.4959 -1.9937 1.9142 0.135
H -4.2791 -4.9659 2.1709 0.123
H -5.2460 -3.9674 3.2594 0.132
H -1.6110 -4.3886 4.3115 0.078
H -2.6617 -5.7176 3.8056 0.090
H -3.2809 -4.5525 5.0727 0.097
H -3.4488 -4.2137 0.1083 0.070
H -3.8065 -2.8994 -0.4621 0.060
C 3.2628 1.8470 -3.6567 -0.059
C 2.3525 0.7452 -4.2484 -0.434
C 2.7705 0.4739 -5.7860 -0.195
O 2.8360 1.6124 -6.6407 -0.203
C 3.2981 1.2965 -7.9930 -0.073
N 2.3383 -0.4544 -3.4306 0.029
H 3.5073 2.5850 -4.4206 0.078
H 4.2029 1.3687 -3.3818 0.069
H 3.0354 2.3180 -2.7003 0.067
H 1.3509 1.1499 -4.3938 0.126
H 2.0501 -0.2227 -6.2148 0.116
H 3.7863 0.0821 -5.8392 0.120
H 2.5252 0.7063 -8.4853 0.080
H 4.2246 0.7320 -8.0982 0.086
H 3.3350 2.1881 -8.6190 0.089
H 3.3257 -0.6659 -3.4118 0.064
H 1.9863 -1.0207 -4.1892 0.057
O 1.8519 -1.0693 5.7962 -0.061
H 2.7776 -1.3095 5.7562 0.035
H 1.7706 -0.5606 6.6030 0.043
O 1.5437 -5.0664 0.6582 -0.065
H 2.2995 -5.0106 0.0735 0.037
H 1.1770 -5.9352 0.4942 0.046
O -2.2251 1.0643 4.4300 -0.060
H -2.9453 1.6933 4.4745 0.044
H -1.5765 1.3979 5.0499 0.032
O 4.5745 -2.0083 1.7359 -0.064
H 5.1501 -1.5784 2.3684 0.040
H 5.1434 -2.6232 1.2729 0.042
```

Values from the calculation:
Charge: +2
DFT total energy in eV: -36984.7285
Gap between HOMO and LUMO in eV: 5.94
HOMO in eV: -13.08

=====

[3]
The ion C4H9N2Se with charge +1 in a non-equilibrium geometry, computed with wB97M-V/def2-TZVPD.

```
16
Properties=species:S:1:pos:R:3:lowdin_charge:R:1
C 0.3950 -1.7318 -0.1559 -0.036
C -0.7541 -0.8441 -0.5678 -0.224
C 2.0792 -0.3336 0.8009 -0.383
C -1.0419 1.3471 0.7138 -0.056
N 1.3872 -1.3216 0.4228 0.047
N -0.5901 0.5029 -0.4218 -0.139
Se 3.7083 0.2113 -0.1027 0.961
H 0.3387 -2.8609 -0.2306 0.174
H -1.0328 -1.1247 -1.6605 0.172
H -1.5800 -1.1868 0.0772 0.146
H 1.7994 0.0969 1.6690 0.057
H -1.9677 1.9424 0.4996 0.106
H -1.0532 0.5179 1.4413 0.092
H -0.2528 2.0058 0.9236 0.054
H -0.4178 1.1634 -1.1922 0.144
H 3.4887 -0.7312 -1.2123 -0.113
```

Values from the calculation:
Relative energy (zero: lowest compared OMol25 entry of this formula, charge and spin) in kJ/mol: 126.12
Charge: +1
DFT total energy in eV: -72610.8197
Gap between HOMO and LUMO in eV: 8.17
HOMO in eV: -12.98

=====

[4]
A cluster of 9 separate species, C7H31NO8 in total in a non-equilibrium geometry, computed with wB97M-V/def2-TZVPD.

```
47
Properties=species:S:1:pos:R:3:lowdin_charge:R:1
C 3.6632 -0.8332 0.6052 -0.105
C 2.1982 -0.7941 1.0119 -0.254
C 1.3813 -1.9594 0.3996 -0.155
C -0.1186 -1.7702 0.6140 -0.211
C -0.6970 -0.6443 0.1802 -0.138
N -2.1008 -0.5161 -0.0149 0.049
C -0.8235 -2.9938 1.1923 -0.198
C -1.6987 -3.7879 0.2000 -0.084
H 3.8447 -0.9884 -0.4624 0.079
H 4.0876 0.1257 0.8529 0.056
H 4.3343 -1.6001 1.0094 0.076
H 1.8033 0.1349 0.5903 0.072
H 2.1075 -0.6919 2.0978 0.100
H 1.6605 -1.9291 -0.6545 0.086
H 1.8332 -2.8649 0.8113 0.116
H -0.1650 0.2548 -0.0651 0.090
H -2.5081 0.2391 0.5265 0.099
H -2.6085 -1.3650 0.1513 0.078
H -1.4063 -2.7229 2.0828 0.114
H -0.0210 -3.6253 1.5606 0.095
H -2.6020 -3.2866 -0.1498 0.057
H -1.9272 -4.7351 0.6810 0.070
H -1.0959 -3.9323 -0.7020 0.084
H 0.9869 0.5584 3.6868 0.056
H 0.9630 1.6502 2.5429 0.002
O 0.4274 1.1926 3.2335 -0.070
H -1.6181 2.6218 0.6295 -0.002
H -1.7011 2.5626 -0.9596 0.055
O -1.1359 2.7908 -0.2049 -0.069
H 0.7368 1.8165 -2.6562 0.016
H 0.1823 1.9849 -1.1933 -0.024
O 0.9423 1.7228 -1.7228 -0.073
H -2.2607 -0.3356 -1.4960 -0.054
H -2.6273 -0.6248 -2.9066 0.057
O -1.8629 -0.3191 -2.3904 -0.091
H 1.4805 -0.1860 -2.1529 0.007
H 0.3501 -1.1026 -1.8407 0.004
O 1.0845 -1.0011 -2.4810 -0.080
H 1.4279 2.8718 0.7875 0.050
H 2.5001 2.0568 1.4393 0.060
O 1.8591 2.7682 1.6435 -0.028
H -0.3963 0.9034 -3.9947 0.037
H -1.7148 1.6036 -3.4205 0.018
O -0.8376 1.7229 -3.7672 -0.060
H -1.0807 1.6282 2.6486 0.002
H -1.9149 2.9017 2.7436 0.077
O -1.8324 2.0863 2.2237 -0.066
```

Values from the calculation:
Relative energy (zero: lowest compared OMol25 entry of this formula, charge and spin) in kJ/mol: 171.76
DFT total energy in eV: -25631.8447
Gap between HOMO and LUMO in eV: 8.96
HOMO in eV: -8.59

=====

[5]
The molecule C6H14N2O2 in a non-equilibrium geometry, computed with wB97M-V/def2-TZVPD.

```
24
Properties=species:S:1:pos:R:3:mulliken_spin:R:1
C -2.2035 1.0769 1.0456 0.001
C -1.1819 -0.8591 2.2871 0.102
C 2.5427 0.3170 -0.3594 0.016
C 0.9278 -0.0060 -2.5074 0.023
C -1.3884 -0.2526 0.8750 -0.035
C 1.5892 -0.5093 -1.2371 -0.024
N -0.2163 0.1098 0.1083 0.813
N 0.4609 -0.8627 -0.3785 0.442
O -2.0961 1.8131 -0.2125 0.008
O 0.2793 -2.0468 -0.1288 0.654
H -1.9001 1.7806 1.8940 0.000
H -1.1543 1.7601 -0.4592 -0.003
H -3.2686 1.0370 1.0974 0.000
H -1.1188 -0.0101 2.9826 -0.003
H -0.2736 -1.4787 2.3832 -0.005
H -1.9820 -1.4744 2.5680 -0.007
H 2.9912 -0.2284 0.4276 -0.003
H 3.4193 0.7627 -1.0291 0.002
H 2.0112 1.1703 0.1305 0.003
H 1.5211 0.7175 -3.1021 0.001
H 0.0051 0.5833 -2.2317 0.000
H 0.6020 -0.9411 -3.0913 0.001
H -1.8457 -1.0064 0.3260 0.012
H 2.2795 -1.4528 -1.3882 0.002
```

Values from the calculation:
Relative energy (zero: lowest compared OMol25 entry of this formula, charge and spin) in kJ/mol: 0.00
Multiplicity: 3
DFT total energy in eV: -13517.6626
Gap between HOMO and LUMO (alpha / beta) in eV: 7.78 / 8.00
HOMO (alpha / beta) in eV: -6.82 / -10.15

=====

[6]
A cluster of 6 separate species, C35H48Cl2F15I3NO12 in total in a non-equilibrium geometry, computed with wB97M-V/def2-TZVPD.

```
116
Properties=species:S:1:pos:R:3:lowdin_charge:R:1
C -2.3688 1.5076 -1.4097 -0.203
C -0.9412 0.9390 -0.7542 -0.661
I -1.0264 -1.0407 0.1733 1.034
C 0.3276 1.7161 -0.7877 -0.633
I 0.2032 3.7278 -1.7383 0.809
C 1.7879 1.2362 -0.2181 -0.282
C 2.0038 1.0623 1.4170 -0.193
C 0.7470 1.3562 2.4278 -0.041
C 1.4296 1.9033 3.8531 -0.239
O 1.8466 3.1924 3.9964 -0.006
O 1.6258 1.0244 5.0466 -0.023
N 2.9051 -0.1340 1.6498 0.083
C 3.1159 -0.7980 0.2999 -0.258
C 2.5444 -2.3124 0.5586 -0.185
C 3.6150 -3.2436 1.4442 -0.648
C 2.8033 -4.6792 1.7051 -0.124
Cl 5.2093 -3.5247 0.5372 0.564
C 2.6125 0.0384 -1.0444 -0.495
Cl 4.1908 0.9848 -1.4754 0.630
C 1.8335 -0.7655 -2.2408 -0.230
C 2.8022 -1.3600 -3.4261 -0.730
C 4.1351 -2.1579 -2.8942 -0.176
I 3.2791 0.1551 -4.9946 0.720
H -2.2122 1.9694 -2.4884 0.077
H -3.0560 0.5482 -1.5808 0.076
H -2.9645 2.2003 -0.6778 0.088
H 2.4477 2.2112 -0.4162 0.078
H 2.7410 1.9603 1.6921 0.173
H 0.1042 0.4186 2.7089 0.097
H 0.0812 2.2692 2.0489 0.163
H 2.5994 0.7979 5.1255 0.121
H 2.7952 -0.7168 2.5082 0.180
H 3.8566 0.3142 1.8142 0.199
H 4.2829 -0.7988 0.2097 0.111
H 2.3217 -2.9323 -0.4086 0.123
H 1.5967 -2.1981 1.2736 0.084
H 3.7485 -2.7440 2.5091 0.110
H 1.6330 -4.5021 1.5902 0.081
H 3.1087 -5.5045 0.9319 0.092
H 2.9663 -5.1086 2.7849 0.095
H 1.2155 -1.6984 -1.8250 0.087
H 1.0157 -0.0947 -2.7944 0.123
H 2.1462 -2.1711 -4.0069 0.101
H 3.9676 -2.8326 -1.9528 0.046
H 4.4433 -2.9026 -3.7750 0.106
H 5.0346 -1.4039 -2.7954 0.052
C 7.8173 0.0264 -0.7615 -0.068
C 8.0810 0.3110 -2.2287 -0.210
O 9.4230 -0.0609 -2.5793 0.016
C 9.6257 -1.3853 -2.8715 -0.318
O 8.7404 -2.2355 -2.8424 0.141
C 11.0787 -1.6296 -3.2767 -0.470
F 11.9684 -0.9927 -2.4618 0.143
F 11.3399 -1.1888 -4.5410 0.147
F 11.4242 -2.9480 -3.2548 0.145
H 8.5674 0.5180 -0.1330 0.088
H 6.8244 0.3810 -0.4708 0.031
H 7.8784 -1.0453 -0.5505 0.075
H 7.9898 1.3859 -2.4152 0.130
H 7.3521 -0.1912 -2.8748 0.113
C -7.4893 6.6418 0.2967 -0.059
C -6.2544 5.8062 0.5793 -0.211
O -6.3658 4.5179 -0.0453 0.008
C -6.0183 4.4574 -1.3705 -0.324
O -5.6343 5.4247 -2.0218 0.149
C -6.1330 3.0252 -1.8909 -0.462
F -7.2774 2.4050 -1.4826 0.147
F -5.1029 2.2397 -1.4630 0.111
F -6.1284 2.9502 -3.2519 0.147
H -8.3948 6.1052 0.5989 0.085
H -7.4447 7.5927 0.8353 0.083
H -7.5864 6.8529 -0.7724 0.081
H -6.1696 5.6310 1.6566 0.127
H -5.3388 6.3189 0.2630 0.115
C -4.2443 -3.6066 6.3327 -0.058
C -3.3650 -2.5538 5.6834 -0.208
O -2.4636 -3.1612 4.7449 0.007
C -2.9702 -3.4091 3.4950 -0.325
O -4.1216 -3.1468 3.1591 0.154
C -1.8943 -4.0047 2.5878 -0.474
F -1.1620 -4.9763 3.2048 0.148
F -0.9993 -3.0646 2.1679 -0.033
F -2.4037 -4.5754 1.4597 0.135
H -3.6321 -4.3929 6.7867 0.087
H -4.8768 -3.1598 7.1052 0.088
H -4.8892 -4.0920 5.5942 0.080
H -2.7492 -2.0689 6.4477 0.128
H -3.9615 -1.7689 5.2045 0.127
C -4.5636 -7.1162 -0.1994 -0.060
C -3.1302 -7.3005 -0.6626 -0.216
O -2.7628 -8.6881 -0.6192 0.009
C -3.1359 -9.4455 -1.6997 -0.322
O -3.7524 -9.0031 -2.6650 0.147
C -2.6377 -10.8820 -1.5466 -0.470
F -2.8407 -11.3804 -0.2930 0.141
F -1.2987 -10.9888 -1.7847 0.142
F -3.2464 -11.7517 -2.4014 0.145
H -4.7078 -7.5583 0.7921 0.086
H -4.8223 -6.0544 -0.1547 0.081
H -5.2638 -7.6157 -0.8754 0.081
H -2.4548 -6.7713 0.0174 0.108
H -2.9723 -6.8828 -1.6634 0.126
C -0.4404 8.8938 -0.7763 -0.064
C -1.4189 8.8771 -1.9362 -0.210
O -2.7707 8.9238 -1.4538 0.006
C -3.2604 10.1679 -1.1493 -0.321
O -2.6129 11.2048 -1.2637 0.151
C -4.7184 10.0762 -0.7009 -0.467
F -4.9389 9.0513 0.1721 0.131
F -5.5658 9.8696 -1.7498 0.147
F -5.1561 11.2053 -0.0752 0.147
H -0.6636 8.0850 -0.0726 0.080
H 0.5865 8.7782 -1.1346 0.082
H -0.5089 9.8309 -0.2160 0.080
H -1.3118 7.9401 -2.4921 0.122
H -1.2242 9.6938 -2.6406 0.129
```

Values from the calculation:
Charge: +1
DFT total energy in eV: -153227.8710
Gap between HOMO and LUMO in eV: 8.17
HOMO in eV: -11.74